# 1
A molecular structure, C37H47Ge2IrN6O2S, computed with ωB97M-V with the def2-TZVPD basis set.

The geometry in XYZ format:
```
96
Properties=species:S:1:pos:R:3
Ir -0.11 0.52 0.22
C 0.72 2.53 2.70
N 0.17 2.74 1.37
C -1.04 3.54 1.42
C 1.19 3.39 0.53
C 2.21 2.40 0.06
C 3.53 2.78 -0.11
C 4.46 1.90 -0.64
C 4.06 0.64 -1.03
C 2.75 0.24 -0.83
C 1.81 1.10 -0.27
H 0.97 3.49 3.18
H 1.64 1.95 2.63
H 0.01 2.02 3.34
H -0.84 4.53 1.85
H -1.80 3.05 2.03
H -1.44 3.68 0.42
H 1.66 4.22 1.08
H 0.70 3.81 -0.35
H 3.84 3.78 0.16
H 5.49 2.21 -0.75
H 4.77 -0.05 -1.48
H 2.46 -0.75 -1.16
C 0.54 -2.08 3.66
C 0.08 -1.11 2.63
N 0.78 -0.74 1.60
O 1.99 -1.41 1.42
C -1.20 -0.49 2.75
C -2.11 -0.74 3.91
N -1.54 0.29 1.76
O -2.61 0.95 1.69
H 1.54 -2.44 3.43
H -0.15 -2.93 3.70
H 0.54 -1.61 4.64
H 2.58 -0.80 0.93
H -2.42 -1.78 3.94
H -2.99 -0.10 3.82
H -1.60 -0.51 4.85
C -4.94 -1.22 0.41
N -4.46 0.03 -0.12
C -5.07 1.25 -0.01
C -4.26 2.18 -0.56
N -3.12 1.53 -0.98
C -3.25 0.21 -0.68
S -2.11 -1.01 -0.95
C -2.10 2.07 -1.77
C -2.48 2.98 -2.77
C -1.53 3.44 -3.65
C -0.23 2.97 -3.52
C 0.06 2.10 -2.49
N -0.84 1.67 -1.59
H -6.03 -1.20 0.44
H -4.55 -1.38 1.42
H -4.60 -2.04 -0.23
H -6.04 1.35 0.44
H -4.38 3.24 -0.63
H -3.51 3.26 -2.86
H -1.80 4.13 -4.43
H 0.55 3.27 -4.20
H 1.07 1.72 -2.37
C 0.64 -3.93 -4.94
Ge 0.41 -2.18 -3.98
C 1.92 -0.92 -4.43
C -1.31 -1.26 -4.48
Ge 0.46 -2.51 -1.15
C -1.07 -3.82 -0.97
C -1.47 -4.22 0.31
C -2.55 -5.06 0.48
C -3.28 -5.48 -0.62
C -2.90 -5.09 -1.90
C -1.80 -4.26 -2.06
C 2.19 -3.58 -1.09
C 3.25 -3.42 -1.97
C 4.40 -4.16 -1.81
C 4.52 -5.04 -0.74
C 3.46 -5.20 0.14
C 2.29 -4.47 -0.03
H 0.76 -3.71 -6.00
H -0.23 -4.58 -4.82
H 1.52 -4.46 -4.59
H 1.55 -0.20 -5.16
H 2.74 -1.47 -4.88
H 2.29 -0.37 -3.57
H -1.34 -1.20 -5.57
H -1.32 -0.25 -4.08
H -2.19 -1.79 -4.14
H -0.92 -3.86 1.17
H -2.85 -5.38 1.46
H -4.16 -6.10 -0.49
H -3.46 -5.42 -2.76
H -1.53 -3.94 -3.06
H 3.17 -2.72 -2.79
H 5.21 -4.04 -2.51
H 5.43 -5.60 -0.60
H 3.54 -5.89 0.97
H 1.47 -4.60 0.66
```

Values from the calculation:
E_HOMO: -12.7 eV
E_LUMO: -7.160 eV
Net charge: +2
Orbital gap: 5.6 eV


# 2
A molecular structure, C37H47N7O2PbSi, computed with ωB97M-V with the def2-TZVPD basis set.

The geometry in XYZ format:
```
95
Properties=species:S:1:pos:R:3
Pb -0.36 -0.22 1.37
N 0.26 1.44 -3.13
C 0.20 0.48 -2.17
N -0.86 0.12 -1.56
C -2.05 0.80 -1.82
N -3.10 0.54 -1.12
N -3.00 -0.26 -0.07
C -3.60 -1.38 0.02
C -3.45 -2.20 1.23
C -4.25 -3.32 1.45
C -4.01 -4.10 2.57
C -3.01 -3.73 3.45
C -2.27 -2.59 3.17
N -2.47 -1.86 2.08
C -2.10 1.79 -2.89
C -3.26 2.43 -3.30
C -3.24 3.33 -4.34
C -2.04 3.63 -4.99
C -0.87 3.02 -4.58
C -0.89 2.10 -3.54
H 1.14 1.67 -3.56
H 1.14 -0.02 -1.93
H -4.20 -1.78 -0.80
H -5.04 -3.57 0.75
H -4.60 -4.99 2.75
H -2.80 -4.32 4.33
H -1.47 -2.23 3.82
H -4.19 2.21 -2.78
H -4.16 3.81 -4.67
H -2.02 4.33 -5.81
H 0.07 3.25 -5.07
C -2.99 2.66 1.30
C -1.63 3.06 0.79
C -1.36 4.36 0.41
C -0.06 4.68 0.02
C 0.92 3.72 -0.01
C 0.60 2.40 0.40
N -0.69 2.12 0.76
N 1.45 1.37 0.49
Si 3.15 1.43 0.47
C 3.90 1.66 -1.27
C 3.90 2.79 1.55
C 3.71 -0.27 1.07
H -3.21 3.23 2.20
H -3.00 1.60 1.54
H -3.76 2.87 0.56
H -2.13 5.12 0.46
H 0.18 5.70 -0.26
H 1.94 3.95 -0.29
H 3.71 2.66 -1.66
H 3.47 0.95 -1.99
H 4.98 1.51 -1.26
H 4.05 3.72 0.99
H 4.87 2.50 1.97
H 3.23 3.01 2.39
H 3.13 -1.05 0.56
H 3.54 -0.39 2.14
H 4.77 -0.45 0.87
C -0.33 0.45 5.86
C 0.15 0.88 4.46
C -0.16 2.37 4.26
C 1.67 0.66 4.37
O -0.51 0.09 3.52
H 0.19 1.00 6.64
H -0.16 -0.62 5.98
H -1.41 0.64 5.95
H 0.41 2.98 4.97
H -1.23 2.55 4.41
H 0.11 2.67 3.24
H 2.19 1.13 5.20
H 2.03 1.08 3.43
H 1.88 -0.41 4.37
C 0.48 -3.57 -5.25
C 0.86 -3.50 -3.80
C 2.14 -3.14 -3.39
C 2.50 -3.09 -2.06
C 3.90 -2.67 -1.70
C 1.53 -3.37 -1.07
C 1.95 -3.33 0.35
O 1.25 -3.09 1.31
C 0.22 -3.72 -1.46
C -0.90 -4.05 -0.52
C -0.07 -3.79 -2.82
H 1.32 -3.32 -5.90
H -0.34 -2.88 -5.45
H 0.13 -4.57 -5.50
H 2.89 -2.91 -4.15
H 4.50 -2.53 -2.60
H 4.40 -3.42 -1.08
H 3.91 -1.73 -1.14
H 3.02 -3.53 0.51
H -0.64 -3.95 0.53
H -1.25 -5.07 -0.71
H -1.73 -3.38 -0.73
H -1.07 -4.09 -3.11
```

Values from the calculation:
E_HOMO: -7.2 eV
Relative energy (zero: lowest compared OMol25 entry of this formula, charge and spin): 3.0 kcal/mol
E_LUMO: 0.030 eV
Net charge: 0
Orbital gap: 7.2 eV


# 3
A single C37H47NO3P2S molecule, computed with ωB97M-V with the def2-TZVPD basis set.

The geometry in XYZ format:
```
91
Properties=species:S:1:pos:R:3
C 1.12 -6.60 2.04
C 0.18 -6.01 1.51
C -0.97 -5.16 0.84
C -0.20 -4.06 -0.07
C -1.20 -3.15 -0.91
C -1.36 -1.68 -0.37
C -2.72 -1.07 -0.07
C -4.07 -1.86 -0.31
C -4.53 -1.63 -1.85
O -5.49 -0.56 -2.01
C -4.91 0.61 -2.50
O -4.32 0.67 -3.57
C -2.87 0.35 0.46
C -4.28 1.01 0.78
C -4.58 0.86 2.35
C -4.33 -0.59 2.91
C -3.00 -1.11 3.36
C -2.80 -2.51 3.91
C -3.99 -3.44 4.01
C -5.34 -2.91 3.58
C -5.51 -1.52 3.03
C -1.66 1.20 0.71
C -0.31 0.64 0.42
C -0.17 -0.78 -0.12
S 1.57 -1.30 -0.47
C 2.27 0.27 -1.14
C 1.79 1.53 -0.43
C 2.33 2.83 -0.98
C 3.26 2.87 -2.16
P 3.78 4.58 -2.75
C 2.20 5.32 -3.52
C 4.99 4.44 -4.23
C 4.20 4.49 -5.64
C 3.71 1.60 -2.84
C 3.21 0.27 -2.32
P 3.79 -1.31 -3.20
C 5.02 -2.14 -2.02
C 2.35 -2.49 -3.49
N 0.86 1.51 0.69
O 1.47 1.20 1.89
C 0.73 1.85 2.95
C 1.52 1.99 4.30
C 2.70 3.09 4.25
C 4.07 2.30 3.96
H 2.14 -7.01 2.27
H -1.66 -5.81 0.24
H -1.49 -4.63 1.70
H 0.47 -3.50 0.64
H 0.39 -4.68 -0.82
H -2.23 -3.64 -0.82
H -0.97 -3.14 -2.03
H -3.99 -2.97 -0.15
H -4.93 -1.48 0.31
H -5.03 -2.58 -2.24
H -3.61 -1.49 -2.52
H -4.98 1.59 -1.91
H -4.23 2.13 0.57
H -5.12 0.54 0.19
H -5.68 1.15 2.50
H -3.99 1.59 2.99
H -2.07 -0.47 3.32
H -1.77 -2.86 4.23
H -3.83 -4.47 4.44
H -6.20 -3.64 3.68
H -6.56 -1.24 2.72
H -1.71 2.26 1.11
H 1.98 3.79 -0.50
H 1.57 5.72 -2.66
H 2.48 6.16 -4.23
H 1.63 4.50 -4.07
H 5.69 5.34 -4.26
H 5.54 3.46 -4.19
H 3.89 5.57 -5.84
H 3.31 3.79 -5.64
H 4.91 4.22 -6.48
H 4.41 1.67 -3.72
H 6.01 -1.59 -2.02
H 4.62 -2.13 -0.96
H 5.24 -3.21 -2.32
H 1.40 -1.93 -3.17
H 2.41 -3.37 -2.76
H 2.27 -2.86 -4.56
H -0.18 1.19 3.17
H 0.33 2.85 2.61
H 1.88 1.01 4.74
H 0.77 2.40 5.07
H 2.49 3.85 3.44
H 2.75 3.64 5.24
H 4.28 2.38 2.86
H 3.96 1.21 4.23
H 4.88 2.76 4.61
```

Values from the calculation:
E_HOMO: -7.7 eV
E_LUMO: 0.177 eV
Net charge: 0
Orbital gap: 7.9 eV


# 4
A molecular structure, C37H48AsN6O4PReSSeSi2, computed with ωB97M-V with the def2-TZVPD basis set.

The geometry in XYZ format:
```
102
Properties=species:S:1:pos:R:3
Re 0.48 0.18 0.27
N -2.06 0.57 1.20
C -2.67 1.77 0.70
C -3.72 2.37 1.39
C -4.36 3.48 0.86
C -3.97 3.98 -0.37
C -2.90 3.42 -1.03
C -2.22 2.33 -0.49
P -0.75 1.66 -1.35
C -1.61 1.17 -2.89
C -2.53 0.13 -2.79
C -3.31 -0.25 -3.87
C -3.17 0.43 -5.08
C -2.27 1.47 -5.18
C -1.50 1.85 -4.10
C 0.20 3.14 -1.82
C 0.07 4.36 -1.16
C 0.82 5.44 -1.57
C 1.72 5.33 -2.62
C 1.89 4.10 -3.24
C 1.14 3.01 -2.84
H -2.48 -0.26 0.79
H -2.19 0.51 2.21
H -4.03 1.97 2.34
H -5.18 3.93 1.40
H -4.50 4.81 -0.81
H -2.58 3.82 -1.98
H -2.68 -0.36 -1.84
H -4.03 -1.04 -3.77
H -3.79 0.16 -5.92
H -2.17 2.01 -6.11
H -0.83 2.69 -4.19
H -0.65 4.47 -0.36
H 0.70 6.40 -1.08
H 2.28 6.18 -2.95
H 2.60 4.01 -4.05
H 1.25 2.06 -3.33
N -0.15 -1.58 -0.99
C -0.69 -2.75 -0.35
C -2.06 -2.93 -0.25
C -2.57 -4.00 0.47
C -1.70 -4.86 1.08
C -0.33 -4.75 0.95
C 0.18 -3.67 0.23
S -2.39 -6.12 2.26
O -1.36 -6.07 3.29
O -2.41 -7.29 1.42
O -3.63 -5.48 2.61
H -0.81 -1.24 -1.70
H 0.73 -1.79 -1.46
H -2.74 -2.25 -0.75
H -3.63 -4.16 0.56
H 0.31 -5.50 1.39
H 1.25 -3.56 0.11
Se 4.82 2.08 0.36
N 4.31 3.54 1.13
C 3.01 3.50 1.39
C 2.21 4.46 2.03
C 0.89 4.14 2.23
C 0.36 2.92 1.78
N 1.08 2.00 1.15
C 2.39 2.28 0.95
N 3.19 1.40 0.37
H 2.64 5.40 2.34
H 0.23 4.83 2.72
H -0.68 2.68 1.95
C 3.83 0.98 -2.93
C 2.78 -0.10 -2.85
N 2.94 -1.09 -3.73
O 1.85 -0.09 -2.05
H 3.92 1.34 -3.96
H 4.79 0.58 -2.64
H 3.57 1.81 -2.28
H 3.70 -1.11 -4.38
H 2.29 -1.87 -3.76
C 0.84 -4.22 4.00
Si 0.12 -2.48 4.11
C 0.91 -1.30 5.39
C -1.76 -2.26 3.95
As 1.17 -1.19 2.03
Si 3.63 -1.51 2.27
C 4.16 0.00 3.32
C 4.30 -1.59 0.48
C 4.00 -3.12 3.22
H 1.34 -4.52 4.92
H 1.54 -4.32 3.19
H 0.04 -4.95 3.84
H 0.51 -1.45 6.39
H 0.74 -0.26 5.12
H 1.99 -1.45 5.45
H -2.24 -2.64 4.85
H -2.15 -2.85 3.12
H -2.05 -1.22 3.82
H 3.59 0.89 3.06
H 5.21 0.23 3.22
H 3.98 -0.19 4.38
H 3.68 -0.99 -0.19
H 4.31 -2.62 0.12
H 5.32 -1.22 0.42
H 3.50 -3.15 4.18
H 5.07 -3.20 3.42
H 3.72 -4.01 2.67
```

Values from the calculation:
E_HOMO (spin up / spin down): -11.9 / -11.9 eV
Multiplicity: 2
Relative energy (zero: lowest compared OMol25 entry of this formula, charge and spin): 64.9 kcal/mol
E_LUMO (spin up / spin down): -7.403 / -7.559 eV
Net charge: +2
<S²>: 1.07
Orbital gap (spin up / spin down): 4.5 / 4.4 eV


# 5
A molecular structure, C37H48N5P2SSiV, computed with ωB97M-V with the def2-TZVPD basis set.

The geometry in XYZ format:
```
95
Properties=species:S:1:pos:R:3
V 1.17 -0.60 0.97
C -5.06 -0.18 -3.44
S -4.98 1.50 -2.78
C -3.44 2.08 -3.54
C -2.25 2.14 -2.59
C -1.90 0.78 -2.01
N -0.80 0.84 -1.04
P 0.88 0.48 -1.31
C 0.99 0.56 -3.13
C 0.56 -0.55 -3.87
C 0.56 -0.51 -5.26
C 1.02 0.63 -5.92
C 1.47 1.72 -5.19
C 1.45 1.69 -3.80
C 1.72 2.00 -0.75
C 3.05 1.90 -0.31
C 3.72 3.03 0.15
C 3.07 4.25 0.20
C 1.75 4.36 -0.23
C 1.08 3.24 -0.70
P -1.03 0.59 0.63
C -2.14 1.97 1.04
C -3.50 1.94 0.74
C -4.27 3.08 0.91
C -3.70 4.25 1.39
C -2.35 4.28 1.71
C -1.57 3.15 1.53
C -2.09 -0.90 0.80
C -1.92 -1.97 -0.08
C -2.64 -3.14 0.08
C -3.55 -3.26 1.14
C -3.72 -2.20 2.02
C -2.99 -1.03 1.85
H -6.02 -0.60 -3.13
H -4.26 -0.81 -3.04
H -5.02 -0.17 -4.53
H -3.65 3.07 -3.95
H -3.22 1.42 -4.39
H -2.46 2.84 -1.77
H -1.38 2.53 -3.14
H -1.65 0.10 -2.82
H -2.78 0.37 -1.51
H 0.23 -1.45 -3.36
H 0.22 -1.37 -5.82
H 1.03 0.66 -7.00
H 1.83 2.60 -5.70
H 1.81 2.55 -3.24
H 3.56 0.95 -0.35
H 4.75 2.94 0.48
H 3.60 5.13 0.56
H 1.25 5.31 -0.19
H 0.05 3.32 -1.02
H -3.96 1.03 0.37
H -5.32 3.05 0.64
H -4.31 5.13 1.52
H -1.90 5.19 2.09
H -0.51 3.17 1.79
H -1.21 -1.89 -0.90
H -2.51 -3.96 -0.61
H -4.12 -4.17 1.26
H -4.42 -2.29 2.84
H -3.15 -0.20 2.54
C 3.52 -1.45 -2.14
C 3.76 -1.79 -0.70
C 5.00 -2.24 -0.31
C 5.22 -2.59 1.03
C 4.19 -2.53 1.92
C 2.90 -2.14 1.47
N 2.73 -1.71 0.19
N 1.76 -2.10 2.19
Si 1.40 -3.17 3.52
C 1.88 -4.91 3.09
C -0.44 -3.03 3.76
C 2.25 -2.65 5.10
H 4.31 -1.88 -2.75
H 3.51 -0.37 -2.31
H 2.56 -1.85 -2.47
H 5.78 -2.33 -1.05
H 6.20 -2.91 1.35
H 4.33 -2.79 2.97
H 1.52 -5.15 2.08
H 1.42 -5.62 3.79
H 2.96 -5.07 3.10
H -0.93 -2.84 2.81
H -0.73 -2.24 4.47
H -0.84 -3.97 4.16
H 3.33 -2.82 5.06
H 1.86 -3.23 5.95
H 2.09 -1.59 5.33
N 0.15 1.38 3.58
N 1.02 0.33 3.12
H 0.21 1.44 4.59
H -0.80 1.13 3.36
H 0.89 -0.52 3.66
H 1.96 0.65 3.30
```

Values from the calculation:
E_HOMO (spin up / spin down): -9.7 / -10.3 eV
Multiplicity: 4
Relative energy (zero: lowest compared OMol25 entry of this formula, charge and spin): 41.0 kcal/mol
E_LUMO (spin up / spin down): -2.334 / -2.331 eV
Net charge: +1
<S²>: 3.76
Orbital gap (spin up / spin down): 7.4 / 8.0 eV


The calculation returns the following F_max values, one per record and in order: 4.19, 1.51, 4.21, 2.67, 1.34 eV Å⁻¹.